Formula: C28H75O21PS7
Source: the OMol25 dataset
Level of theory: ωB97M-V/def2-TZVPD

Last columns: bonded neighbours and bond lengths (Å).
Element x y z (Å)
1 C 10.2040 -1.1565 3.5399  C2 1.517, H8 1.094, H9 1.093, H10 1.094
2 C 9.2504 -0.2954 4.3472  C1 1.517, O3 1.420, H11 1.095, H12 1.095
3 O 8.8047 0.8279 3.6007  C2 1.420, S4 1.629
4 S 7.6663 0.6038 2.4570  O3 1.629, C5 1.776, O6 1.448, O7 1.447
5 C 7.2775 2.3163 2.1911  S4 1.776, H13 1.092, H14 1.091, H15 1.091
6 O 6.5172 -0.0427 3.0550  S4 1.448
7 O 8.3013 0.0919 1.2620  S4 1.447
8 H 9.6884 -1.6351 2.7018  C1 1.094
9 H 10.6368 -1.9432 4.1628  C1 1.093
10 H 11.0116 -0.5500 3.1184  C1 1.094
11 H 8.4001 -0.8811 4.7129  C2 1.095
12 H 9.7768 0.0926 5.2256  C2 1.095
13 H 6.8406 2.7264 3.1043  C5 1.092
14 H 6.5594 2.3760 1.3719  C5 1.091
15 H 8.1918 2.8486 1.9234  C5 1.091
16 C 1.7251 1.0877 11.7769  C17 1.517, H23 1.094, H24 1.093, H25 1.094
17 C 2.3043 -0.1385 12.4578  C16 1.517, O18 1.420, H26 1.095, H27 1.095
18 O 1.9115 -1.3340 11.7989  C17 1.420, S19 1.629
19 S 2.6500 -1.7352 10.4032  O18 1.629, C20 1.776, O21 1.448, O22 1.447
20 C 2.0490 -3.4036 10.3049  S19 1.776, H28 1.092, H29 1.091, H30 1.091
21 O 4.0809 -1.7724 10.6200  S19 1.448
22 O 2.0549 -0.9744 9.3260  S19 1.447
23 H 2.1596 1.2274 10.7823  C16 1.094
24 H 1.9280 1.9877 12.3625  C16 1.093
25 H 0.6436 0.9835 11.6453  C16 1.094
26 H 3.3954 -0.0744 12.5289  C17 1.095
27 H 1.9169 -0.1948 13.4807  C17 1.095
28 H 2.4546 -3.9763 11.1419  C20 1.092
29 H 2.3885 -3.8294 9.3595  C20 1.091
30 H 0.9582 -3.3885 10.3353  C20 1.091
31 C -2.9820 -1.0586 1.4283  C32 1.517, H38 1.094, H39 1.093, H40 1.094
32 C -2.1308 -0.3481 0.3924  C31 1.517, O33 1.420, H41 1.095, H42 1.095
33 O -2.5293 -0.6853 -0.9287  C32 1.420, S34 1.629
34 S -3.8768 -0.0006 -1.5367  O33 1.629, C35 1.776, O36 1.448, O37 1.447
35 C -3.6239 -0.4760 -3.2292  S34 1.776, H43 1.092, H44 1.091, H45 1.091
36 O -3.7597 1.4391 -1.4395  S34 1.448
37 O -5.0299 -0.7142 -1.0324  S34 1.447
38 H -4.0138 -0.6948 1.4062  C31 1.094
39 H -2.5876 -0.8919 2.4337  C31 1.093
40 H -3.0146 -2.1347 1.2314  C31 1.094
41 H -2.1509 0.7371 0.5393  C32 1.095
42 H -1.0900 -0.6698 0.5046  C32 1.095
43 H -2.7272 0.0204 -3.6065  C35 1.092
44 H -4.4969 -0.1603 -3.8023  C35 1.091
45 H -3.5189 -1.5611 -3.2793  C35 1.091
46 C -3.3314 -6.9317 5.5483  C47 1.517, H53 1.094, H54 1.093, H55 1.094
47 C -3.5043 -6.8645 4.0422  C46 1.517, O48 1.420, H56 1.095, H57 1.095
48 O -4.5591 -5.9855 3.6782  C47 1.420, S49 1.629
49 S -4.2936 -4.3792 3.7399  O48 1.629, C50 1.776, O51 1.448, O52 1.447
50 C -5.7447 -3.8792 2.8461  S49 1.776, H58 1.092, H59 1.091, H60 1.091
51 O -3.1282 -4.0625 2.9417  S49 1.448
52 O -4.4303 -3.9369 5.1106  S49 1.447
53 H -2.9744 -5.9770 5.9463  C46 1.094
54 H -2.6061 -7.7025 5.8205  C46 1.093
55 H -4.2852 -7.1498 6.0386  C46 1.094
56 H -2.5702 -6.5760 3.5483  C47 1.095
57 H -3.7731 -7.8585 3.6693  C47 1.095
58 H -5.6744 -4.2493 1.8208  C50 1.092
59 H -5.7841 -2.7889 2.8496  C50 1.091
60 H -6.6254 -4.2846 3.3471  C50 1.091
61 C 0.3242 3.9545 -4.4459  C62 1.517, H68 1.094, H69 1.093, H70 1.094
62 C -0.4055 3.2011 -5.5425  C61 1.517, O63 1.420, H71 1.095, H72 1.095
63 O 0.4155 2.1944 -6.1172  C62 1.420, S64 1.629
64 S 0.6465 0.8092 -5.2912  O63 1.629, C65 1.776, O66 1.448, O67 1.447
65 C 1.3695 -0.1236 -6.6185  S64 1.776, H73 1.092, H74 1.091, H75 1.091
66 O -0.6412 0.2313 -4.9692  S64 1.448
67 O 1.6631 1.0306 -4.2859  S64 1.447
68 H 0.5188 3.3066 -3.5858  C61 1.094
69 H -0.2689 4.8046 -4.0998  C61 1.093
70 H 1.2931 4.3169 -4.8032  C61 1.094
71 H -1.3437 2.7733 -5.1731  C62 1.095
72 H -0.6634 3.9004 -6.3449  C62 1.095
73 H 0.6240 -0.2561 -7.4057  C65 1.092
74 H 1.6735 -1.0937 -6.2225  C65 1.091
75 H 2.2415 0.4143 -6.9942  C65 1.091
76 C -3.1433 7.5653 -8.5950  C77 1.517, H83 1.094, H84 1.093, H85 1.094
77 C -3.8730 6.8118 -9.6916  C76 1.517, O78 1.420, H86 1.095, H87 1.095
78 O -3.0520 5.8051 -10.2663  C77 1.420, S79 1.629
79 S -2.8210 4.4200 -9.4402  O78 1.629, C80 1.776, O81 1.448, O82 1.447
80 C -2.0980 3.4871 -10.7675  S79 1.776, H88 1.092, H89 1.091, H90 1.091
81 O -4.1087 3.8420 -9.1183  S79 1.448
82 O -1.8044 4.6413 -8.4350  S79 1.447
83 H -2.9487 6.9173 -7.7349  C76 1.094
84 H -3.7364 8.4154 -8.2489  C76 1.093
85 H -2.1744 7.9276 -8.9522  C76 1.094
86 H -4.8112 6.3841 -9.3221  C77 1.095
87 H -4.1309 7.5111 -10.4940  C77 1.095
88 H -2.8435 3.3547 -11.5547  C80 1.092
89 H -1.7940 2.5170 -10.3716  C80 1.091
90 H -1.2260 4.0251 -11.1432  C80 1.091
91 C -3.3018 -0.7081 -8.8518  C92 1.517, H98 1.094, H99 1.093, H100 1.094
92 C -2.7271 -2.0463 -9.2779  C91 1.517, O93 1.420, H101 1.095, H102 1.095
93 O -3.0645 -2.3531 -10.6231  C92 1.420, S94 1.629
94 S -2.2565 -1.6015 -11.8217  O93 1.629, C95 1.776, O96 1.448, O97 1.447
95 C -2.8166 -2.6373 -13.1514  S94 1.776, H103 1.092, H104 1.091, H105 1.091
96 O -0.8361 -1.8135 -11.6387  S94 1.448
97 O -2.8195 -0.2817 -12.0068  S94 1.447
98 H -2.8268 0.1148 -9.3948  C91 1.094
99 H -3.1444 -0.5418 -7.7833  C91 1.093
100 H -4.3739 -0.6605 -9.0666  C91 1.094
101 H -1.6418 -2.0761 -9.1330  C92 1.095
102 H -3.1581 -2.8350 -8.6521  C92 1.095
103 H -2.4363 -3.6495 -12.9965  C95 1.092
104 H -2.4265 -2.2287 -14.0847  C95 1.091
105 H -3.9077 -2.6296 -13.1696  C95 1.091
106 C 1.2463 3.0812 2.6185  C107 1.672, H114 1.177, H115 1.182, H116 1.176
107 C -0.0221 2.7150 3.6445  C106 1.672, C108 1.653, H117 1.177, H118 1.172
108 C -0.2070 1.0757 3.5464  C107 1.653, C109 1.655, H119 1.191, H120 1.182
109 C -0.8694 0.4033 4.9056  C108 1.655, C110 1.639, H121 1.173, H122 1.194
110 C -0.2714 -1.0798 5.2646  C109 1.639, C111 1.638, H123 1.177, H124 1.192
111 C 0.9594 -1.0947 6.3459  C110 1.638, C112 1.639, H125 1.194, H126 1.182
112 C 2.2382 -0.1440 5.9640  C111 1.639, P113 1.932, H127 1.189, H128 1.194
113 P 3.4306 -0.9133 4.6533  C112 1.932, H129 1.443, H130 1.442, H131 1.468, H132 1.466
114 H 1.0179 2.6191 1.5599  C106 1.177
115 H 2.2242 2.5889 3.0642  C106 1.182
116 H 1.3521 4.2469 2.5031  C106 1.176
117 H -1.0172 3.2303 3.2862  C107 1.177
118 H 0.2366 3.0803 4.7282  C107 1.172
119 H -0.8448 0.8520 2.5660  C108 1.191
120 H 0.8479 0.5721 3.3720  C108 1.182
121 H -0.8330 1.1137 5.8386  C109 1.173
122 H -2.0296 0.2467 4.6699  C109 1.194
123 H 0.0102 -1.6302 4.2630  C110 1.177
124 H -1.1594 -1.7108 5.7476  C110 1.192
125 H 1.3771 -2.2122 6.3869  C111 1.194
126 H 0.5031 -0.8957 7.4180  C111 1.182
127 H 1.9275 0.9747 5.7060  C112 1.189
128 H 2.8926 -0.0519 6.9584  C112 1.194
129 H 2.9200 -0.0835 3.5886  P113 1.443
130 H 3.0110 -2.2625 4.9400  P113 1.442
131 H 4.6199 -0.3989 5.3429  P113 1.468
132 H 4.3646 -1.4825 3.6778  P113 1.466

Output
SMILES = CCOS(C)(=O)=O.CCOS(C)(=O)=O.CCOS(C)(=O)=O.CCOS(C)(=O)=O.CCOS(C)(=O)=O.CCOS(C)(=O)=O.CCOS(C)(=O)=O.CCCCCCC[PH4]
HOMO energy = -0.2778 Eh
calculated total energy = -158376.3005 eV

Here are the Mulliken charges for atoms 1 to 6, given in e: atom 1 (C): -1.006, atom 2 (C): -0.257, atom 3 (O): -0.283, atom 4 (S): 1.096, atom 5 (C): -0.949, atom 6 (O): -0.540